(1)
The following is a quantum chemistry calculation of a molecular structure, C26H18BrCuIN2O8S2 in a non-equilibrium geometry, from the OMol25 dataset.

The geometry in XYZ format:
```
59
Properties=species:S:1:pos:R:3:nbo_charge:R:1
Cu -0.97954 0.34695 0.30340 1.49
O 0.18601 0.46778 -1.58920 -0.84
C 1.30177 1.12879 -1.42836 0.39
C 2.51174 0.67479 -1.99703 -0.31
C 3.69566 1.35771 -1.82562 -0.19
C 3.72766 2.55317 -1.10965 -0.31
C 2.55567 3.03744 -0.56640 -0.15
C 1.34494 2.35514 -0.70019 -0.16
C 0.14194 2.92198 -0.12851 0.15
N -0.95004 2.26454 -0.06559 -0.38
N -2.12712 2.87007 0.26218 -0.46
C -3.10557 2.00945 0.40956 0.54
O -3.02785 0.73749 0.36337 -0.79
C -4.45572 2.61788 0.60095 0.01
C -4.62782 3.79852 1.31776 -0.21
C -5.90202 4.29575 1.54379 -0.23
C -7.01200 3.63522 1.03381 -0.24
C -6.84194 2.47764 0.28583 -0.22
C -5.57003 1.96773 0.07794 -0.22
H 2.49092 -0.25075 -2.55700 0.21
H 4.60666 0.94950 -2.25013 0.19
H 4.66163 3.08380 -0.96929 0.19
H 2.56132 3.94965 0.01830 0.21
H 0.16436 3.95506 0.21220 0.18
H -3.74823 4.29847 1.69906 0.24
H -6.04024 5.19942 2.12633 0.20
H -8.00837 4.01315 1.23369 0.19
H -7.70814 1.97350 -0.12723 0.19
H -5.41204 1.05631 -0.48325 0.23
O 0.52518 -2.50488 2.32778 -0.97
S 0.22065 -2.20669 0.93411 1.73
O -1.10314 -1.52075 0.74512 -1.07
O 1.27651 -0.85502 0.53022 -0.77
C 2.41210 -0.63933 1.21960 0.32
C 3.53274 -1.43593 0.96201 -0.21
C 4.74447 -1.14594 1.55808 -0.23
C 4.85671 -0.06768 2.42776 -0.26
C 3.73698 0.69061 2.72625 -0.16
C 2.51524 0.40746 2.13839 -0.36
S 1.10462 1.35627 2.73136 2.43
O 1.35517 2.73938 2.35008 -1.02
O 1.16302 1.15495 4.16836 -1.00
O -0.12613 0.80070 2.14510 -1.07
H 3.42170 -2.26418 0.27329 0.21
H 5.61479 -1.75101 1.32934 0.19
H 5.81311 0.16269 2.88189 0.19
H 3.78429 1.51717 3.42327 0.23
Br 2.01414 -3.88977 -4.56604 0.02
C 0.84754 -4.78142 -3.36166 -0.11
C 0.87427 -6.16833 -3.36128 -0.25
C 0.02350 -6.86657 -2.52072 -0.23
C -0.85370 -6.16419 -1.70474 -0.22
C -0.85491 -4.78091 -1.71240 -0.22
C 0.00557 -4.04566 -2.53568 -0.24
I 0.10360 -1.92004 -2.18137 0.33
H 1.55714 -6.68984 -4.01853 0.21
H 0.04981 -7.94872 -2.49507 0.20
H -1.52846 -6.69824 -1.04691 0.20
H -1.52011 -4.23029 -1.05832 0.23
```

Computed properties:
Total charge = -2
Multiplicity = 2
Frontier orbital gap (alpha / beta) = 0.224 / 0.222 Ha
E_tot = -7021.6783 a.u.

=====

(2)
The following is a quantum chemistry calculation of a molecular structure, C18H19IN2RuSe in a non-equilibrium geometry, from the OMol25 dataset.

The geometry in XYZ format:
```
42
Properties=species:S:1:pos:R:3:nbo_charge:R:1
C -1.83644 1.77575 -0.85591 -0.62
C -0.51319 2.17770 -1.48585 -0.60
H -2.46947 1.74418 -1.72895 0.26
H -2.08061 2.47648 -0.02389 0.27
H -2.05612 0.72693 -0.25228 0.20
H 0.41092 1.41650 -1.59895 0.19
H -0.63832 2.53616 -2.54116 0.27
H -0.16070 2.97011 -0.85117 0.25
C -1.99157 -2.31909 0.52113 0.15
C -2.53077 -3.60912 0.61396 -0.08
C -1.69106 -4.70681 0.35609 -0.16
C -0.37445 -4.47070 -0.01862 -0.08
H -2.58961 -1.42089 0.66620 0.24
H -3.58752 -3.73262 0.88304 0.28
H -2.07034 -5.73113 0.44152 0.28
H 0.33652 -5.27041 -0.26380 0.25
N -0.71139 -2.08964 0.18556 -0.44
C 0.09671 -3.14468 -0.10720 0.22
C 1.38666 -2.75791 -0.62440 0.22
N 1.55372 -1.42556 -0.74198 -0.44
C 2.69112 -0.95718 -1.31093 0.15
C 3.55227 -3.18084 -1.63331 -0.16
C 3.70414 -1.80323 -1.75805 -0.11
H 2.72524 0.12848 -1.40836 0.25
H 4.62760 -1.36287 -2.19955 0.28
C 2.36527 -3.68543 -1.07048 -0.07
H 2.16198 -4.74502 -0.94595 0.25
H 4.33130 -3.88127 -1.95563 0.28
Ru -0.14845 -0.17690 -0.50142 0.54
I -0.78889 -1.28948 -2.81539 -0.25
Se 0.42269 0.71939 1.60726 0.25
C 0.09711 2.55426 1.92958 -0.23
C 0.99707 3.56835 1.56276 -0.22
C 0.60004 4.87457 1.58258 -0.20
C -0.71054 5.24104 1.99136 -0.15
C -1.57805 4.20179 2.43217 -0.21
C -1.16812 2.90364 2.42730 -0.23
H 1.96810 3.28039 1.10401 0.23
H 1.25263 5.66993 1.18515 0.24
H -1.06977 6.24860 1.88407 0.24
H -2.62016 4.45567 2.67812 0.24
H -1.89555 2.09085 2.64140 0.23
```

Computed properties:
Total charge = +2
Multiplicity = 5
Frontier orbital gap (alpha / beta) = 0.223 / 0.090 Ha
E_tot = -3600.1070 a.u.

=====

(3)
The following is a quantum chemistry calculation of a single C4H8O2 molecule in a non-equilibrium geometry, from the OMol25 dataset.

The geometry in XYZ format:
```
14
Properties=species:S:1:pos:R:3:nbo_charge:R:1
C -1.25444 -1.01750 0.09064 -0.61
C -0.20414 -0.02611 0.57798 -0.35
C -0.32389 1.29960 -0.19059 0.49
O -0.50102 1.31092 -1.40351 -0.63
C 1.26199 -0.32414 0.19033 -0.06
O 1.70145 0.88619 -0.44787 -0.71
H -2.25938 -0.68707 0.37658 0.21
H -1.10173 -2.01894 0.50414 0.21
H -1.22194 -1.07580 -1.00050 0.23
H -0.30053 0.14165 1.65926 0.21
H -0.25906 2.23696 0.38260 0.14
H 1.91118 -0.50137 1.05491 0.20
H 1.37579 -1.16634 -0.50339 0.18
H 1.17571 0.94194 -1.29058 0.50
```

Computed properties:
Total charge = 0
Multiplicity = 1
Frontier orbital gap = 0.399 Ha
E_tot = -307.6374 a.u.
Structure (SMILES) = C[C@H](C=O)CO

=====

(4)
The following is a quantum chemistry calculation of a single C3H10N4O molecule in a non-equilibrium geometry, from the OMol25 dataset.

The geometry in XYZ format:
```
18
Properties=species:S:1:pos:R:3:nbo_charge:R:1
C -2.36043 -0.53585 -0.05235 -0.44
N -1.18677 -0.03497 0.62256 -0.05
O -0.19269 -1.07603 0.78373 -0.42
C 0.79625 -0.25087 0.13311 0.50
C 1.50296 -0.93998 -1.01971 -0.63
N 1.73463 0.33098 1.03273 -0.85
N -0.26213 0.66968 -0.31958 -0.19
N -0.07849 2.01654 -0.12639 -0.64
H -3.01649 0.31407 -0.22996 0.21
H -2.84736 -1.24297 0.61618 0.21
H -2.12056 -1.02529 -1.00071 0.19
H 2.19034 -0.23331 -1.47358 0.23
H 0.77151 -1.26057 -1.75477 0.23
H 2.04499 -1.80666 -0.65044 0.21
H 2.52215 -0.28162 1.19212 0.38
H 1.30115 0.55139 1.92199 0.37
H -0.86435 2.51956 -0.52189 0.36
H 0.06528 2.28590 0.84696 0.34
```

Computed properties:
Total charge = 0
Multiplicity = 1
Frontier orbital gap = 0.348 Ha
E_tot = -414.4469 a.u.
Structure (SMILES) = CN1O[C@](C)(N)N1N

=====

Among the records above, which one has the highest total charge?
C18H19IN2RuSe

=====

Among the records above, which one has the lowest total charge?
C26H18BrCuIN2O8S2